(1)
Entry from the Open Molecules 2025 dataset: an isolated ion of composition C2H6NOS and charge +1 at a distorted geometry (ωB97M-V/def2-TZVPD).

- DFT total energy (eV) = -16531.6823
- multiplicity = 3
- total charge = +1
- lowest unoccupied orbital energy (alpha / beta) (eV) = -3.540 / -8.911
- relative energy (zero: lowest compared OMol25 entry of this formula, charge and spin) (kcal per mole) = 40.8

Positions of all 11 atoms, in Å:
1 C -0.630 -0.388 -0.158
2 C -0.206 0.801 0.683
3 N 1.162 1.193 0.578
4 O -0.469 -2.238 -1.609
5 S 0.373 -1.018 -1.115
6 H -0.421 -2.269 -2.570
7 H -0.367 0.373 1.793
8 H -0.992 1.662 0.591
9 H 1.741 0.528 1.092
10 H -1.651 -0.806 -0.039
11 H 1.461 2.162 0.754

=====

(2)
Entry from the Open Molecules 2025 dataset: one molecule with the formula C3H4O4 at a distorted geometry (ωB97M-V/def2-TZVPD).

- SMILES string = C=C(OO)OC=O
- DFT total energy (eV) = -11361.8108
- lowest unoccupied orbital energy (eV) = 0.635
- relative energy (zero: lowest compared OMol25 entry of this formula, charge and spin) (kcal per mole) = 96.9

Positions of all 11 atoms, in Å:
1 C 0.239 -0.432 -0.034
2 C -0.288 1.786 0.169
3 C 1.519 -0.807 -0.119
4 O -0.728 -1.108 -0.760
5 O -0.141 0.602 0.832
6 O -1.636 -1.660 0.235
7 O -0.129 2.021 -1.021
8 H -2.345 -1.010 0.102
9 H -0.589 2.550 0.902
10 H 2.289 -0.317 0.463
11 H 1.808 -1.625 -0.770

=====

(3)
Entry from the Open Molecules 2025 dataset: C2H3NO2S as an isolated structure at a distorted geometry (ωB97M-V/def2-TZVPD).

- DFT total energy (eV) = -18538.1321
- lowest unoccupied orbital energy (eV) = 0.259
- relative energy (zero: lowest compared OMol25 entry of this formula, charge and spin) (kcal per mole) = 122.7

Positions of all 9 atoms, in Å:
1 C -1.079 0.679 0.180
2 C -0.219 -0.273 0.064
3 N 1.507 0.416 -0.008
4 O 1.538 1.595 0.040
5 O 2.366 -0.424 -0.078
6 S -0.021 -1.953 -0.182
7 H -2.179 0.418 0.081
8 H -0.633 1.598 0.493
9 H -1.280 -2.057 -0.591

=====

(4)
Entry from the Open Molecules 2025 dataset: C46H50KN13O7S as an isolated structure at a distorted geometry (ωB97M-V/def2-TZVPD).

- DFT total energy (eV) = -109376.4791
- total charge = -2
- lowest unoccupied orbital energy (eV) = 3.822
- relative energy (zero: lowest compared OMol25 entry of this formula, charge and spin) (kcal per mole) = 53.0

Positions of all 118 atoms, in Å:
1 K 0.111 1.365 -1.028
2 N 2.894 2.994 0.812
3 C 2.817 3.657 -0.337
4 N 3.409 4.864 -0.393
5 C 3.378 5.410 -1.596
6 N 3.981 6.651 -1.725
7 N 2.849 4.886 -2.688
8 C 2.241 3.701 -2.503
9 N 2.140 3.071 -1.352
10 C 1.491 3.177 -3.679
11 C 1.594 3.835 -4.905
12 C 0.816 3.401 -5.962
13 C -0.062 2.344 -5.763
14 C -0.100 1.757 -4.508
15 N 0.666 2.150 -3.496
16 H 3.449 3.379 1.552
17 H 2.676 2.001 0.790
18 H 4.008 7.168 -0.863
19 H 3.647 7.167 -2.522
20 H 2.277 4.666 -4.992
21 H 0.882 3.887 -6.928
22 H -0.699 1.984 -6.561
23 H -0.789 0.944 -4.292
24 C -1.496 -5.995 3.675
25 O -1.076 -5.007 4.610
26 C -2.029 -4.047 4.870
27 C -3.113 -4.329 5.677
28 C -4.038 -3.340 5.984
29 C -3.862 -2.070 5.456
30 C -2.780 -1.779 4.640
31 C -1.835 -2.764 4.330
32 N -0.716 -2.547 3.542
33 C -0.452 -1.391 2.740
34 N -0.371 -0.284 3.499
35 C -0.238 1.115 3.180
36 C -0.028 1.595 1.890
37 C -0.028 3.009 1.826
38 C -0.185 3.844 2.918
39 C -0.351 3.305 4.195
40 C -0.385 1.930 4.316
41 O -0.573 1.276 5.529
42 C -0.739 2.081 6.664
43 N -0.252 -1.464 1.475
44 C -0.546 -2.626 0.769
45 C 0.486 -3.460 0.324
46 C 0.220 -4.657 -0.326
47 C -1.093 -5.029 -0.589
48 C -2.122 -4.167 -0.239
49 C -1.864 -2.977 0.431
50 O -2.943 -2.226 0.788
51 C -2.852 -0.802 0.588
52 H -0.616 -6.586 3.425
53 H -1.886 -5.539 2.766
54 H -2.262 -6.648 4.107
55 H -3.224 -5.335 6.068
56 H -4.884 -3.564 6.622
57 H -4.578 -1.287 5.678
58 H -2.674 -0.791 4.213
59 H -0.279 -3.388 3.200
60 H -0.424 -0.458 4.489
61 H 0.108 3.481 0.854
62 H -0.173 4.925 2.802
63 H -0.460 3.958 5.050
64 H -0.903 1.407 7.504
65 H -1.603 2.746 6.569
66 H 0.149 2.690 6.865
67 H 1.503 -3.154 0.544
68 H 1.042 -5.295 -0.627
69 H -1.315 -5.972 -1.074
70 H -3.157 -4.399 -0.465
71 H -3.836 -0.478 0.250
72 H -2.114 -0.534 -0.167
73 H -2.603 -0.292 1.518
74 C 5.257 -1.097 1.180
75 C 4.524 -0.182 0.227
76 N 3.278 0.068 0.441
77 O 2.794 -0.621 1.579
78 C 5.288 0.387 -0.888
79 C 6.796 0.270 -0.902
80 N 4.650 1.011 -1.845
81 O 5.326 1.526 -2.803
82 H 4.577 -1.867 1.542
83 H 5.607 -0.537 2.052
84 H 6.117 -1.563 0.705
85 H 1.859 -0.354 1.566
86 H 7.238 0.602 0.045
87 H 7.151 0.915 -1.706
88 H 7.149 -0.749 -1.103
89 C -2.555 5.117 -1.636
90 C -2.398 3.596 -1.667
91 O -1.280 3.151 -1.448
92 C -3.572 2.771 -1.930
93 C -4.843 3.364 -2.039
94 C -5.988 2.646 -2.288
95 C -5.879 1.250 -2.458
96 C -4.669 0.623 -2.360
97 C -3.438 1.326 -2.061
98 O -2.362 0.692 -1.938
99 H -1.557 5.549 -1.665
100 H -3.037 5.411 -0.699
101 H -3.146 5.498 -2.469
102 H -4.932 4.437 -1.908
103 H -6.951 3.139 -2.348
104 H -6.770 0.666 -2.668
105 H -4.590 -0.451 -2.493
106 C -0.602 -4.047 -4.527
107 N 0.838 -4.165 -4.448
108 C 1.534 -5.328 -4.145
109 C 2.822 -4.998 -3.959
110 N 2.911 -3.630 -4.160
111 C 1.696 -3.093 -4.471
112 S 1.386 -1.521 -4.895
113 H -0.997 -4.687 -5.317
114 H -0.833 -3.007 -4.748
115 H -1.052 -4.318 -3.571
116 H 1.043 -6.285 -4.096
117 H 3.674 -5.610 -3.724
118 H 3.706 -3.045 -3.967

=====

(5)
Entry from the Open Molecules 2025 dataset: C28H62Ca3N2O12P2 as an isolated structure at a distorted geometry (ωB97M-V/def2-TZVPD).

- DFT total energy (eV) = -131497.0181
- lowest unoccupied orbital energy (eV) = -1.077
- relative energy (zero: lowest compared OMol25 entry of this formula, charge and spin) (kcal per mole) = 108.4

Positions of all 109 atoms, in Å:
1 Ca 0.165 2.358 -2.076
2 Ca -1.510 -1.618 1.690
3 Ca -0.815 2.751 1.253
4 P -0.803 0.305 -0.180
5 O -1.496 1.611 -0.599
6 O -0.729 0.424 1.355
7 O 0.496 0.578 -0.893
8 O -1.493 -1.094 -0.382
9 P -0.037 4.825 -0.510
10 O 0.610 3.435 -0.278
11 O -1.257 4.760 0.450
12 O -0.183 4.580 -2.006
13 O 1.083 5.877 -0.338
14 C -1.554 -5.809 -0.431
15 C -0.906 -6.281 0.836
16 C -1.188 -5.249 1.954
17 O -1.530 -4.086 1.145
18 C -2.130 -4.416 -0.084
19 H -2.321 -6.446 -0.871
20 H -0.792 -5.706 -1.203
21 H 0.165 -6.455 0.733
22 H -1.243 -7.251 1.202
23 H -0.474 -5.146 2.771
24 H -2.081 -5.525 2.515
25 H -1.719 -3.632 -0.719
26 H -3.212 -4.314 -0.171
27 C 3.060 -2.353 2.136
28 C 2.707 -2.750 0.674
29 C 1.452 -1.881 0.376
30 O 0.753 -2.176 1.561
31 C 1.655 -2.307 2.701
32 H 3.547 -1.380 2.079
33 H 3.767 -2.999 2.657
34 H 2.474 -3.808 0.556
35 H 3.421 -2.463 -0.098
36 H 1.026 -2.220 -0.568
37 H 1.855 -0.869 0.422
38 H 1.497 -3.285 3.154
39 H 1.573 -1.432 3.346
40 C 4.819 0.321 -0.757
41 C 5.972 0.032 -1.754
42 C 5.556 0.675 -3.038
43 O 4.082 0.634 -2.994
44 C 3.595 0.259 -1.746
45 H 4.924 1.221 -0.151
46 H 4.818 -0.529 -0.075
47 H 6.182 -1.029 -1.891
48 H 6.898 0.466 -1.375
49 H 5.768 0.070 -3.920
50 H 5.808 1.735 -3.042
51 H 3.114 -0.718 -1.775
52 H 2.806 0.980 -1.529
53 C -6.083 -1.527 0.799
54 C -6.132 -2.617 1.860
55 C -4.746 -2.363 2.497
56 O -3.858 -2.003 1.530
57 C -4.585 -1.395 0.461
58 H -6.374 -0.548 1.179
59 H -6.766 -1.811 -0.002
60 H -6.156 -3.617 1.427
61 H -6.965 -2.678 2.561
62 H -4.329 -3.294 2.882
63 H -4.769 -1.564 3.238
64 H -4.290 -1.891 -0.463
65 H -4.379 -0.327 0.404
66 C -0.988 2.102 -6.382
67 C -0.190 2.207 -5.141
68 N -0.662 1.408 -4.052
69 C -0.239 0.017 -4.102
70 C 1.219 -0.143 -4.037
71 C -2.133 1.528 -3.857
72 C -2.606 2.872 -3.404
73 H -2.042 2.333 -6.230
74 H -1.013 1.029 -6.575
75 H -0.537 2.661 -7.202
76 H 0.886 2.062 -5.230
77 H -0.303 3.205 -4.718
78 H -0.568 -0.486 -3.193
79 H -0.725 -0.446 -4.961
80 H 1.582 0.339 -3.130
81 H 1.247 -1.224 -3.903
82 H 1.641 -0.005 -5.033
83 H -2.272 0.819 -3.041
84 H -2.672 1.170 -4.735
85 H -2.324 3.220 -2.410
86 H -3.686 2.957 -3.527
87 H -2.225 3.647 -4.068
88 C -1.240 4.448 4.016
89 C 0.269 4.141 3.770
90 N 0.682 2.913 3.091
91 C 0.485 1.690 4.010
92 C 1.294 1.764 5.349
93 C 2.067 3.037 2.696
94 C 2.604 1.799 1.919
95 H -1.426 5.383 4.546
96 H -1.592 3.686 4.711
97 H -1.862 4.606 3.136
98 H 0.603 4.883 3.045
99 H 0.746 4.179 4.749
100 H -0.562 1.614 4.301
101 H 0.586 0.722 3.519
102 H 0.970 0.868 5.879
103 H 2.322 1.650 5.005
104 H 1.178 2.598 6.041
105 H 2.679 3.424 3.511
106 H 2.163 3.927 2.074
107 H 1.901 1.565 1.120
108 H 2.395 0.872 2.453
109 H 3.606 1.918 1.508

=====

(6)
Entry from the Open Molecules 2025 dataset: a 4-piece molecular cluster, C38H61F18N3O14P3 overall at a distorted geometry (ωB97M-V/def2-TZVPD).

- DFT total energy (eV) = -150310.4633
- total charge = +1
- lowest unoccupied orbital energy (eV) = -3.491
- relative energy (zero: lowest compared OMol25 entry of this formula, charge and spin) (kcal per mole) = 0.0

Positions of all 137 atoms, in Å:
1 N -1.925 3.214 -3.621
2 C -2.840 3.529 -2.621
3 N -3.277 4.824 -2.337
4 C -2.180 5.835 -2.279
5 C -2.603 6.914 -1.276
6 C -2.135 6.556 0.130
7 F -1.912 5.218 0.236
8 F -3.160 6.826 0.981
9 C -0.937 7.349 0.720
10 F -1.177 8.666 0.584
11 F -0.922 7.081 2.038
12 C 0.431 7.048 0.080
13 F 0.340 7.261 -1.254
14 F 0.717 5.735 0.230
15 C 1.626 7.901 0.603
16 F 1.551 8.156 1.914
17 F 1.545 9.084 -0.034
18 C 3.036 7.304 0.266
19 F 3.860 8.354 0.099
20 F 3.020 6.646 -0.905
21 C 3.674 6.452 1.396
22 F 2.762 5.642 1.979
23 F 4.140 7.266 2.345
24 C 4.862 5.546 0.920
25 F 5.553 6.108 -0.075
26 F 5.705 5.436 1.964
27 C 4.451 4.089 0.563
28 F 3.396 4.044 -0.250
29 F 5.479 3.535 -0.097
30 F 4.245 3.356 1.644
31 N -3.320 2.562 -1.898
32 C -4.255 2.785 -0.787
33 C -5.721 2.900 -1.203
34 F -6.099 4.230 -1.248
35 O -2.878 1.304 -2.180
36 C -3.970 0.335 -2.245
37 O -4.768 0.421 -3.126
38 C -3.899 -0.703 -1.185
39 C -4.791 -0.710 -0.120
40 C -4.656 -1.684 0.853
41 C -3.648 -2.630 0.787
42 C -2.778 -2.620 -0.298
43 C -2.895 -1.654 -1.284
44 H -0.978 3.285 -3.253
45 H -2.014 3.892 -4.371
46 H -3.939 5.075 -3.069
47 H -1.264 5.336 -1.983
48 H -2.069 6.304 -3.257
49 H -3.686 6.999 -1.239
50 H -2.211 7.876 -1.598
51 H -4.129 1.996 -0.048
52 H -3.979 3.712 -0.291
53 H -6.330 2.437 -0.427
54 H -5.921 2.421 -2.160
55 H -5.571 0.037 -0.058
56 H -5.346 -1.669 1.686
57 H -3.556 -3.366 1.573
58 H -1.984 -3.352 -0.367
59 H -2.196 -1.655 -2.110
60 O -0.488 0.608 4.370
61 P -1.379 1.532 3.657
62 O -2.522 2.086 4.642
63 C -2.292 2.246 6.047
64 C -1.918 3.671 6.396
65 O -2.241 0.621 2.635
66 C -1.914 -0.756 2.424
67 C -2.765 -1.655 3.296
68 O -1.321 2.715 2.595
69 C -0.797 4.012 2.925
70 C 0.627 3.968 3.434
71 H -1.529 1.553 6.404
72 H -3.226 1.981 6.542
73 H -0.961 3.947 5.947
74 H -1.827 3.786 7.476
75 H -2.673 4.371 6.035
76 H -0.854 -0.936 2.590
77 H -2.116 -0.961 1.371
78 H -2.703 -1.356 4.342
79 H -2.443 -2.694 3.210
80 H -3.815 -1.589 3.003
81 H -1.460 4.509 3.637
82 H -0.844 4.582 2.007
83 H 0.715 3.338 4.324
84 H 0.971 4.970 3.690
85 H 1.293 3.553 2.676
86 O 8.429 -1.741 -2.429
87 P 6.992 -1.777 -2.123
88 O 6.721 -2.708 -0.837
89 C 7.693 -2.856 0.201
90 C 7.419 -1.929 1.369
91 O 6.301 -2.635 -3.296
92 C 7.032 -3.022 -4.462
93 C 7.576 -4.427 -4.319
94 O 5.730 -0.806 -2.038
95 C 5.619 0.164 -0.988
96 C 6.790 1.122 -0.931
97 H 8.703 -2.701 -0.179
98 H 7.629 -3.892 0.536
99 H 7.521 -0.884 1.070
100 H 8.126 -2.118 2.177
101 H 6.407 -2.073 1.750
102 H 7.828 -2.311 -4.678
103 H 6.327 -2.981 -5.294
104 H 8.151 -4.530 -3.399
105 H 8.218 -4.680 -5.163
106 H 6.760 -5.149 -4.273
107 H 5.472 -0.347 -0.033
108 H 4.702 0.719 -1.191
109 H 7.738 0.591 -0.800
110 H 6.673 1.808 -0.103
111 H 6.864 1.693 -1.858
112 O -3.617 -9.377 0.004
113 P -3.031 -8.441 -0.966
114 O -1.683 -9.053 -1.593
115 C -1.497 -10.464 -1.748
116 C -1.832 -10.926 -3.151
117 O -2.449 -7.210 -0.097
118 C -2.732 -7.094 1.298
119 C -1.605 -7.678 2.123
120 O -3.475 -7.458 -2.136
121 C -3.947 -7.980 -3.389
122 C -5.136 -8.905 -3.232
123 H -2.079 -11.022 -1.014
124 H -0.444 -10.658 -1.542
125 H -2.893 -10.784 -3.368
126 H -1.605 -11.987 -3.265
127 H -1.259 -10.368 -3.893
128 H -3.686 -7.557 1.545
129 H -2.826 -6.023 1.495
130 H -1.384 -8.698 1.808
131 H -1.863 -7.686 3.183
132 H -0.693 -7.094 1.990
133 H -3.123 -8.471 -3.913
134 H -4.229 -7.116 -3.988
135 H -4.903 -9.748 -2.576
136 H -5.442 -9.300 -4.200
137 H -5.980 -8.373 -2.791